[1]
Below is an isolated molecule of C19H21N3O4, with properties calculated with wB97M-V/def2-TZVPD.

For the energy relative to the best compared isomer or geometry (same formula, charge and spin), the calculation gives 16.6 kcal per mole.

Last column: Löwdin charge in e.
Geometry (Å):
C  -5.86732  -2.10646  0.75689  -0.09
H  -5.63274  -3.16704  0.62008  0.10
O  -5.16480  -1.29931  -0.15622  -0.09
C  -3.80351  -1.31550  -0.12734  -0.28
C  -3.03209  -2.06017  0.75820  -0.02
C  -1.65176  -1.98913  0.69884  -0.02
C  -1.01673  -1.18177  -0.23617  -0.22
C  -1.78772  -0.44100  -1.12867  -0.01
C  -3.16155  -0.51076  -1.07007  0.00
H  -3.76922  0.05805  -1.75514  0.12
H  -1.30580  0.18685  -1.85800  0.11
N  0.38352  -1.12509  -0.21310  0.16
C  1.20533  -0.35237  -0.94203  -0.41
O  0.88547  0.40206  -1.84058  0.07
C  2.66758  -0.37483  -0.45290  -0.12
N  3.00488  -1.47682  0.40607  0.07
C  3.53439  -2.63620  -0.07639  -0.53
O  3.54592  -2.89785  -1.25684  0.08
C  4.05202  -3.55526  1.00750  0.01
H  4.29245  -4.52190  0.57520  0.08
H  3.31148  -3.67890  1.79388  0.08
H  4.95292  -3.12782  1.44322  0.09
H  3.18597  -1.18508  1.36364  0.14
C  2.76874  0.91952  0.37670  -0.44
O  3.00387  0.86195  1.56907  0.07
N  2.53596  2.03840  -0.32534  0.10
H  2.18725  1.89851  -1.26995  0.13
C  2.00983  3.22562  0.33778  -0.11
C  0.50593  3.10427  0.35774  -0.21
C  -0.26990  3.69841  -0.62701  -0.04
C  -1.63457  3.47144  -0.67451  -0.08
C  -2.23304  2.63730  0.25306  -0.10
C  -1.46476  2.03976  1.23796  -0.08
C  -0.10318  2.27321  1.29106  -0.04
H  0.49934  1.80232  2.05432  0.11
H  -1.92788  1.38359  1.96023  0.11
H  -3.29456  2.44652  0.20719  0.10
H  -2.22925  3.93774  -1.44587  0.10
H  0.19677  4.33760  -1.36281  0.11
H  2.33540  4.10906  -0.21436  0.12
H  2.42227  3.24568  1.34834  0.13
H  3.31817  -0.34548  -1.33389  0.17
H  0.83508  -1.71056  0.48059  0.14
H  -1.06291  -2.57008  1.39500  0.11
H  -3.48892  -2.69694  1.49902  0.10
H  -6.92243  -1.94205  0.54426  0.09
H  -5.65917  -1.81827  1.79260  0.09

---

[2]
Below is an isolated molecule of C19H21N3O4, with properties calculated with wB97M-V/def2-TZVPD.

For the energy relative to the best compared isomer or geometry (same formula, charge and spin), the calculation gives 45.5 kcal per mole.

Last column: Löwdin charge in e.
Geometry (Å):
C  -9.42473  -0.76065  -0.99236  -0.09
H  -9.06465  -0.63919  -2.01930  0.10
O  -8.45535  -1.36579  -0.17255  -0.09
C  -7.26450  -0.72831  0.00636  -0.28
C  -6.91884  0.49316  -0.56023  -0.02
C  -5.67492  1.04395  -0.30399  -0.04
C  -4.75501  0.40513  0.51303  -0.25
C  -5.10795  -0.81744  1.07342  -0.04
C  -6.34314  -1.37787  0.82880  0.00
H  -6.62391  -2.32348  1.26484  0.12
H  -4.40841  -1.33396  1.71483  0.11
C  -3.39588  1.00136  0.74450  -0.14
H  -2.98640  0.65267  1.69432  0.12
H  -3.46432  2.09022  0.77610  0.12
C  -2.43861  0.60615  -0.39575  -0.09
C  -1.12099  1.31434  -0.21229  -0.49
O  -0.89685  2.46119  -0.55189  0.06
N  -0.19322  0.60875  0.48509  0.09
H  -0.18270  -0.39970  0.57510  0.15
N  1.07901  1.17685  0.64928  0.09
C  2.16107  0.35343  0.40226  -0.51
O  2.02850  -0.84929  0.32652  0.07
N  3.33984  1.05008  0.35573  0.14
C  4.63380  0.55631  0.21087  -0.21
C  4.91754  -0.80227  0.08647  0.00
C  6.22196  -1.22642  -0.06546  -0.02
C  7.27560  -0.31341  -0.09766  -0.17
C  6.97940  1.04621  0.03008  -0.01
C  5.68245  1.47798  0.18188  -0.01
H  5.47004  2.53368  0.27833  0.11
H  7.79664  1.75130  0.00552  0.12
C  8.69711  -0.69902  -0.26111  -0.41
O  9.57913  0.13247  -0.27843  0.08
C  8.99918  -2.17115  -0.40680  -0.02
H  8.49018  -2.57354  -1.27977  0.09
H  10.07166  -2.30547  -0.52225  0.08
H  8.66205  -2.71155  0.47489  0.09
H  6.40911  -2.28430  -0.15896  0.11
H  4.11107  -1.51558  0.10906  0.10
H  3.27798  2.05405  0.45502  0.15
H  1.04923  2.14244  0.32815  0.14
H  -2.30436  -0.47559  -0.41032  0.12
H  -2.86929  0.92640  -1.34520  0.13
H  -5.42023  1.99497  -0.74945  0.12
H  -7.60565  1.02541  -1.19934  0.10
H  -9.73480  0.21278  -0.59837  0.10
H  -10.27783  -1.43732  -0.98901  0.09

---

[3]
Below is an isolated molecule of C19H21N3O5, with properties calculated with wB97M-V/def2-TZVPD.

For the energy relative to the best compared isomer or geometry (same formula, charge and spin), the calculation gives 0.0 kcal per mole.

Last column: Löwdin charge in e.
Geometry (Å):
O  -4.69891  -2.23678  -0.10869  0.11
C  -3.65763  -1.64801  -0.02598  -0.49
O  -3.27361  -1.01663  1.06494  0.13
H  -2.43694  -0.49371  0.91653  0.08
C  -2.64559  -1.59396  -1.20066  -0.15
N  -2.49490  -0.23116  -1.72204  0.01
C  -1.78636  0.68636  -1.05549  -0.39
O  -1.35373  0.44646  0.07486  0.04
C  -1.55033  2.00764  -1.75491  -0.07
C  -0.73175  2.97827  -0.90523  -0.09
N  0.49137  2.38208  -0.41527  0.06
C  1.24004  1.42655  -1.02516  -0.38
O  1.12273  1.01354  -2.15502  0.11
C  2.23917  0.95288  0.02122  -0.15
N  2.01375  1.86611  1.10717  0.01
C  0.90841  2.61497  0.91196  -0.45
O  0.37963  3.38057  1.67542  0.12
C  2.63954  1.66327  2.38727  -0.07
C  2.95426  0.21433  2.65623  -0.15
C  3.61589  -0.11440  3.83392  -0.04
C  3.93929  -1.42600  4.12208  -0.08
C  3.60909  -2.42827  3.22453  -0.08
C  2.95799  -2.10808  2.04891  -0.04
C  2.62250  -0.79204  1.75307  -0.16
C  1.89146  -0.46875  0.48017  -0.06
H  2.13348  -1.18590  -0.30504  0.13
H  0.81176  -0.51075  0.66257  0.13
H  2.70104  -2.88653  1.34506  0.11
H  3.86081  -3.45564  3.43990  0.10
H  4.44902  -1.66667  5.04259  0.10
H  3.87345  0.67231  4.52818  0.12
H  1.96068  2.05852  3.15054  0.14
H  3.57119  2.24584  2.43612  0.14
H  3.27119  1.00099  -0.34318  0.18
H  -0.49584  3.86777  -1.49985  0.14
H  -1.28599  3.28766  -0.01365  0.13
H  -1.00770  1.80822  -2.68169  0.11
H  -2.50958  2.46874  -1.99575  0.14
C  -3.02392  -0.14287  -3.06834  -0.13
C  -2.83167  -1.55524  -3.61233  -0.14
H  -1.79867  -1.68301  -3.93849  0.12
C  -3.11841  -2.42762  -2.39292  -0.11
H  -4.19004  -2.60527  -2.28460  0.12
H  -2.61433  -3.38989  -2.43811  0.12
H  -3.49377  -1.77158  -4.44688  0.11
H  -4.08821  0.11589  -3.02536  0.14
H  -2.49670  0.60431  -3.65784  0.12
H  -1.67319  -1.92453  -0.81079  0.16

---

[4]
Below is the ion C19H21N4O2 with charge +1, with properties calculated with wB97M-V/def2-TZVPD.

For the energy relative to the best compared isomer or geometry (same formula, charge and spin), the calculation gives 8.9 kcal per mole. The charge is +1.

Last column: Löwdin charge in e.
Geometry (Å):
O  -0.06124  -4.91044  -4.11199  0.08
C  -0.38143  -4.01387  -3.15661  -0.32
C  -1.35379  -4.25780  -2.18963  -0.02
C  -1.63897  -3.28854  -1.24691  -0.08
C  -0.96579  -2.08015  -1.23952  -0.05
C  0.01873  -1.83917  -2.19263  -0.22
C  0.30007  -2.80166  -3.15380  0.05
H  1.04819  -2.63077  -3.91154  0.13
N  0.73119  -0.63764  -2.26120  0.14
C  0.98763  0.28306  -1.32193  -0.33
N  1.68876  1.33747  -1.70309  0.19
C  1.98000  2.28093  -0.80992  -0.20
C  2.71900  3.41907  -1.20403  0.01
C  3.01969  4.38852  -0.29193  -0.04
C  2.60511  4.28056  1.05062  -0.06
C  1.89205  3.19633  1.47620  -0.03
C  1.56480  2.17251  0.56182  -0.09
C  0.85599  0.99421  0.82865  -0.18
N  0.55982  0.08536  -0.04430  0.21
N  0.40671  0.70700  2.21687  0.13
H  1.23453  0.61090  2.81149  0.20
C  -0.52064  -0.44090  2.35333  -0.06
H  -0.45093  -0.82983  3.36979  0.14
H  -0.26152  -1.21447  1.63077  0.12
C  -1.93319  0.12966  2.09570  -0.30
C  -3.03507  -0.72561  2.72253  -0.11
H  -3.95553  -0.62448  2.14979  0.13
C  -3.19961  -0.08744  4.10287  -0.14
H  -2.46163  -0.47739  4.80477  0.11
H  -4.18913  -0.24430  4.52093  0.12
C  -2.93628  1.38423  3.79879  -0.15
H  -3.84771  1.88781  3.46199  0.13
H  -2.51350  1.93829  4.63812  0.13
O  -1.98682  1.40559  2.72758  -0.13
H  -2.76051  -1.77637  2.76456  0.13
H  -2.07097  0.27856  1.01960  0.15
H  -0.18374  1.50556  2.56065  0.17
H  1.57667  3.13046  2.50825  0.11
H  2.85700  5.06727  1.74422  0.11
H  3.58237  5.25818  -0.59392  0.12
H  3.02457  3.48724  -2.23491  0.12
H  1.18939  -0.44581  -3.14384  0.16
H  -1.21732  -1.32028  -0.52117  0.07
H  -2.40645  -3.47428  -0.51089  0.11
H  -1.88817  -5.19677  -2.18612  0.12
H  -0.59768  -5.70873  -4.02858  0.12

---

HOMO energy / Ha: -0.299, -0.312, -0.341, -0.392
Maximum force / eV/A: 0.7, 0.7, 0.7, 1.0